w | Computed, not measured: a 2-piece molecular cluster, C4H11NO overall, with the ωB97M-V functional and the def2-TZVPD basis.

Summary:
**Multiplicity**: 2
**Gap between HOMO and LUMO (alpha / beta)**: 11.531 / 6.782 eV
**Lowest unoccupied orbital energy (alpha / beta)**: -0.131 / -0.305 Ha
**Expectation value of S²**: 0.754
**Net charge**: +1
**HOMO level (alpha / beta)**: -15.09 / -15.08 eV

Structure (XYZ):
```
17
Properties=species:S:1:pos:R:3:lowdin_charge:R:1
N -1.17 -1.04 0.11 0.1794
C -0.56 -1.52 -1.08 -0.1223
C 0.75 -0.73 -1.22 -0.1235
C 0.72 0.44 -0.21 -0.0989
C -0.69 0.25 0.55 -0.0997
H -1.25 -1.75 0.85 0.1907
H -0.38 -2.59 -1.14 0.1457
H -1.19 -1.23 -1.94 0.1657
H 1.59 -1.41 -1.10 0.1234
H 0.81 -0.37 -2.25 0.1219
H 1.50 0.35 0.53 0.1167
H 0.71 1.36 -0.77 0.1235
H -0.51 0.34 1.62 0.1214
H -1.40 0.99 0.18 0.1600
H -0.31 2.61 2.24 0.0493
H 0.78 1.70 1.67 -0.0249
O 0.61 2.60 1.96 -0.0282
```

=====

x | Computed, not measured: an isolated ion of composition C4H11NO and charge +1, with the ωB97M-V functional and the def2-TZVPD basis.

Summary:
**Multiplicity**: 2
**Gap between HOMO and LUMO (alpha / beta)**: 11.915 / 6.980 eV
**Lowest unoccupied orbital energy (alpha / beta)**: -0.105 / -0.285 Ha
**Expectation value of S²**: 0.754
**Net charge**: +1
**HOMO level (alpha / beta)**: -14.77 / -14.75 eV

Structure (XYZ):
```
17
Properties=species:S:1:pos:R:3:lowdin_charge:R:1
C 0.76 0.51 2.11 0.0091
N 0.10 -0.18 0.99 -0.0431
C 0.42 -1.60 0.99 0.0053
C 0.32 0.46 -0.33 -0.0924
C -0.48 -0.07 -1.53 -0.2421
O -1.09 0.98 -2.21 -0.0250
H 0.29 0.25 3.06 0.1193
H 1.80 0.18 2.17 0.1293
H 0.76 1.58 1.97 0.1079
H 1.37 -1.69 0.45 0.1347
H -0.26 -2.11 0.29 0.1098
H 0.34 -2.10 1.95 0.1157
H 1.37 0.38 -0.62 0.1592
H 0.05 1.50 -0.14 0.1402
H -1.18 -0.90 -1.38 0.1300
H 0.26 -0.51 -2.21 0.1278
H -2.05 0.97 -2.21 0.1144
```

=====

y | Computed, not measured: a 2-piece molecular cluster, C4H11NO overall, with the ωB97M-V functional and the def2-TZVPD basis.

Summary:
**Multiplicity**: 2
**Gap between HOMO and LUMO (alpha / beta)**: 6.972 / 3.743 eV
**Lowest unoccupied orbital energy (alpha / beta)**: -0.204 / -0.323 Ha
**Expectation value of S²**: 0.756
**Net charge**: +1
**HOMO level (alpha / beta)**: -12.53 / -12.53 eV

Structure (XYZ):
```
17
Properties=species:S:1:pos:R:3:lowdin_charge:R:1
C 0.53 3.28 1.45 -0.0966
C 1.21 2.42 0.35 -0.3155
N 0.77 1.03 0.49 -0.0359
H 1.11 3.31 2.36 0.0683
H 0.40 4.28 1.09 0.0645
H -0.46 2.92 1.70 0.0576
H 1.01 2.85 -0.63 0.0969
H 2.25 2.55 0.65 0.1032
H 1.16 0.46 -0.25 0.0474
H -0.23 1.07 0.40 0.0390
C -2.09 -2.66 -0.84 0.2725
C -0.85 -2.20 -0.40 -0.0691
O 0.22 -2.35 -1.10 0.2035
H -2.90 -2.98 -0.20 0.1152
H -2.21 -2.85 -1.90 0.1140
H -0.62 -1.59 0.48 0.1576
H 0.02 -2.59 -2.03 0.1773
```

=====

Which of them is the most stable? Correct choice: w.

=====

w | Computed, not measured: C2H9NO3 as an isolated structure, with the ωB97M-V functional and the def2-TZVPD basis.

Summary:
**Gap between HOMO and LUMO**: 10.080 eV
**Lowest unoccupied orbital energy**: 0.013 Ha
**Net charge**: 0
**HOMO level**: -9.73 eV

Structure (XYZ):
```
15
Properties=species:S:1:pos:R:3:lowdin_charge:R:1
C -0.43 -1.11 -0.29 -0.0346
C -1.35 0.14 -0.54 -0.5725
N -2.40 0.01 -1.52 0.0681
O -1.12 1.26 -0.14 0.0418
H -0.26 -1.62 -1.32 0.0953
H 0.50 -0.69 0.23 0.0842
H -0.92 -1.90 0.41 0.0926
H -3.24 -0.63 -1.29 0.1295
H -2.52 1.06 -1.50 0.0976
H 3.72 -2.71 1.84 0.2218
H 3.96 -4.39 1.70 -0.0266
O 3.33 -3.86 2.18 -0.1954
H 1.09 4.47 0.59 0.0993
H 1.64 3.31 -0.23 0.0201
O 0.77 3.73 -0.09 -0.1212
```

=====

x | Computed, not measured: a 3-piece molecular cluster, C2H9NO3 overall, with the ωB97M-V functional and the def2-TZVPD basis.

Summary:
**SMILES**: NCC=O.O.O
**Gap between HOMO and LUMO**: 10.737 eV
**Lowest unoccupied orbital energy**: 0.019 Ha
**Net charge**: 0
**HOMO level**: -10.22 eV

Structure (XYZ):
```
15
Properties=species:S:1:pos:R:3:lowdin_charge:R:1
O 1.52 1.43 0.06 0.0542
C 0.73 0.70 -0.47 -0.2394
C -0.29 -0.15 0.25 -0.2210
N 0.06 -1.56 0.09 -0.0113
H 0.66 0.61 -1.57 0.1301
H -0.44 0.21 1.28 0.1117
H -1.25 0.01 -0.25 0.1248
H 0.96 -1.76 0.50 0.0949
H -0.66 -2.17 0.43 0.0961
H 0.44 2.69 1.40 -0.0039
H 0.52 3.19 2.88 0.0347
O -0.06 2.83 2.21 -0.0619
H -0.39 -1.74 -1.58 -0.0229
H -0.70 -2.36 -3.00 0.0235
O -1.10 -1.94 -2.24 -0.1098
```

=====

Which of them is the most stable? Correct choice: x.

=====

w | Computed, not measured: one molecule with the formula C2H2BrF3O, with the ωB97M-V functional and the def2-TZVPD basis.

Summary:
**SMILES**: O[C@@H](Br)C(F)(F)F
**Gap between HOMO and LUMO**: 11.058 eV
**Lowest unoccupied orbital energy**: 0.015 Ha
**Net charge**: 0
**HOMO level**: -10.66 eV

Structure (XYZ):
```
9
Properties=species:S:1:pos:R:3:lowdin_charge:R:1
C -0.33 0.59 -0.18 -0.7239
C 0.41 -0.76 -0.15 -0.6898
O -1.24 0.79 0.79 -0.0940
F 1.47 -0.67 -1.09 0.0074
F 1.08 -1.08 0.93 0.1631
F -0.25 -1.77 -0.56 0.2177
Br 0.93 2.07 -0.20 0.7614
H -0.89 0.61 -1.22 0.1615
H -1.18 0.20 1.67 0.1965
```

=====

x | Computed, not measured: a 2-piece molecular cluster, C2H2BrF3O overall, with the ωB97M-V functional and the def2-TZVPD basis.

Summary:
**Gap between HOMO and LUMO (alpha / beta)**: 8.217 / 6.044 eV
**Lowest unoccupied orbital energy (alpha / beta)**: -0.056 / -0.108 Ha
**Net charge**: 0
**HOMO level (alpha / beta)**: -9.75 / -8.98 eV

Structure (XYZ):
```
9
Properties=species:S:1:pos:R:3:lowdin_charge:R:1
C 0.05 0.74 0.01 -0.0736
C 0.40 2.18 0.05 -0.5953
O 0.43 -0.02 1.01 0.1314
F 1.18 2.38 1.14 0.1557
F 1.24 2.38 -0.98 0.1401
F -0.63 3.03 -0.15 0.1488
Br -3.01 0.49 0.07 -0.1021
H -0.65 0.35 -0.78 0.0522
H 0.47 -0.96 0.91 0.1430
```

=====

Which of them is the most stable? Correct choice: w.